(1)
The following is a DFT calculation (wB97M-V/def2-TZVPD) of a 4-piece molecular cluster, C4H14O4 overall in a non-equilibrium geometry.

The geometry in XYZ format:
```
22
Properties=species:S:1:pos:R:3:forces:R:3:mulliken_charge:R:1
O 0.74145 -0.96589 2.39073 -0.242 0.719 0.300 -0.488
C 0.55656 0.73773 -0.87828 -1.308 -1.296 0.509 -1.138
H -3.06088 1.56378 1.21728 -0.652 -0.309 0.038 0.317
H -0.41649 0.20373 -0.89456 0.314 0.628 -0.122 0.019
H -2.78288 0.50100 0.24009 0.137 -0.614 -0.632 0.336
H -3.33289 -0.70046 -1.81981 0.090 0.327 -0.602 0.305
H -1.94839 -0.07824 -2.40332 -0.722 0.018 -0.367 0.295
H 0.36171 1.36281 1.05187 0.229 -0.596 0.746 0.184
H 3.13174 0.99920 -0.22551 -0.184 -1.009 0.720 0.383
O -2.39303 -0.54858 -1.69637 0.538 -0.354 0.977 -0.634
H 1.10272 0.30325 -1.72371 0.580 0.114 0.572 0.434
O -0.34917 -3.59519 0.09919 -0.254 -0.341 0.747 -0.624
H 2.41067 2.35715 0.25657 -0.972 -0.458 -0.032 0.378
H 1.82201 -1.42226 0.81348 0.176 0.505 -0.085 0.430
C 1.06234 0.65303 0.59195 0.621 1.386 -0.599 0.954
H -0.44297 -2.75416 0.56140 0.068 -0.072 -0.268 0.316
H 0.00496 -3.43886 -0.76802 0.154 0.395 -0.448 0.304
C 1.22086 -0.63592 1.34055 -0.448 -1.522 -1.068 -0.395
C 2.43942 1.28555 0.58638 1.602 3.124 -0.758 -1.508
H 2.97228 1.54331 1.51149 -0.150 -1.281 0.204 0.394
O -3.50845 0.81849 0.77590 0.492 0.891 0.525 -0.643
H 0.40842 1.81054 -1.02730 -0.068 -0.254 -0.356 0.380
```
Forces are in eV/Å.

Output
LUMO energy	0.38	eV
F_max	3.59	eV/Å
Kohn-Sham gap	0.3813	Eh
HOMO energy	-10.00	eV
energy above the lowest of the compared OMol25 structures with the same formula, charge and spin	29.5	kcal/mol
calculated total energy	-12563.7478	eV



(2)
The following is a DFT calculation (wB97M-V/def2-TZVPD) of a 4-piece molecular cluster, C4H14O4 overall in a non-equilibrium geometry.

The geometry in XYZ format:
```
22
Properties=species:S:1:pos:R:3:forces:R:3:mulliken_charge:R:1
C -0.77652 0.33937 -0.64151 -0.431 0.678 -0.739 0.077
C -2.82086 -0.33613 0.63476 -0.125 -0.706 0.512 -1.260
H 1.35032 1.65576 -1.04040 0.095 -0.001 -0.210 0.337
H -3.29056 -1.32581 0.70386 0.206 -0.111 -0.284 0.336
C -0.03323 0.54881 -1.92833 1.534 0.311 -0.031 -0.451
H -3.69321 0.31906 0.69781 0.332 0.385 -0.053 0.332
H 1.68126 -0.67376 1.61637 -0.324 -0.052 0.021 0.421
H 2.02117 0.58718 2.46825 -0.187 -0.133 0.091 0.335
H -0.33161 0.75880 0.25897 0.001 -0.008 -0.120 0.244
H 2.96720 0.97745 0.61150 -0.045 -0.043 -0.611 0.424
H 0.46044 -2.63597 0.72566 0.371 0.173 -0.162 0.277
H 0.57507 -0.32761 -2.20676 -0.153 -0.136 0.234 0.183
O 0.84185 1.68250 -1.87028 -0.668 -0.168 0.001 -0.517
H 3.25981 0.99775 -0.93206 0.180 -0.153 -0.001 0.318
H -0.52741 -1.80712 1.45068 -0.144 0.433 0.054 0.303
O 2.90581 1.51757 -0.20868 0.116 0.119 0.669 -0.730
C -1.98331 -0.18461 -0.60140 -0.710 -0.640 1.010 -0.214
H -2.42438 -0.72675 -1.41548 0.020 0.343 -0.935 0.326
O 2.40526 -0.13069 1.95740 0.530 0.223 0.130 -0.755
H -2.21878 -0.26969 1.54161 -0.066 0.495 0.138 0.293
H -0.66526 0.74651 -2.78346 -0.519 -0.091 0.033 0.358
O 0.29695 -1.71263 0.96150 -0.014 -0.918 0.254 -0.636
```
Forces are in eV/Å.

Output
LUMO energy	0.25	eV
F_max	1.57	eV/Å
Kohn-Sham gap	0.3424	Eh
HOMO energy	-9.07	eV
energy above the lowest of the compared OMol25 structures with the same formula, charge and spin	19.9	kcal/mol
calculated total energy	-12564.1664	eV



(3)
The following is a DFT calculation (wB97M-V/def2-TZVPD) of C4H14O6Tl as an isolated structure in a non-equilibrium geometry.

The geometry in XYZ format:
```
25
Properties=species:S:1:pos:R:3:forces:R:3:mulliken_charge:R:1
H 18.72425 7.71257 -5.39321 -0.163 -0.001 0.112 0.078
C 17.05491 11.72109 -7.48242 0.147 -0.156 1.494 -0.339
H 16.42741 9.86853 -8.30358 0.194 -0.355 -0.066 0.384
O 18.24413 9.62331 -7.23964 -0.484 -0.244 -0.099 -0.345
Tl 20.64078 10.97389 -6.54219 -0.087 -0.026 -0.621 0.903
H 17.64297 9.13801 -6.66225 0.397 -0.091 0.246 0.235
O 23.05928 10.64338 -7.95610 -1.357 0.352 -0.438 -0.374
H 16.70078 11.66983 -6.44607 -0.679 -0.837 -0.234 0.244
H 19.56261 6.93076 -4.08196 0.436 0.065 0.156 0.419
H 19.70039 9.17452 -3.58483 -0.028 -0.161 0.002 0.272
H 22.93036 9.74719 -7.58386 0.009 -0.081 -0.162 0.356
C 17.37749 10.36139 -8.09604 -0.029 1.587 0.173 -0.501
C 19.68881 7.65897 -4.88059 -0.086 0.351 -1.678 -0.279
H 21.63411 6.76471 -5.57028 -0.119 0.525 0.950 0.392
C 20.68294 7.16444 -5.94209 1.387 -1.160 0.074 -0.581
H 16.26537 12.23538 -8.03279 0.457 0.268 -0.401 0.420
O 20.76915 11.49076 -9.33851 0.825 -0.443 1.417 -0.378
O 20.04049 8.97728 -4.46338 0.335 -0.098 0.038 -0.458
H 17.91806 10.56611 -9.02084 -0.091 -0.275 -0.098 0.163
O 21.07899 8.11100 -6.96772 -0.678 0.072 0.466 -0.422
H 20.27940 10.87267 -9.91227 0.295 -0.140 -0.129 0.311
H 21.42973 7.53224 -7.65298 0.010 0.355 -0.285 0.257
H 18.07621 13.39238 -7.30121 0.186 0.017 0.027 0.251
H 20.34301 6.24954 -6.43882 -0.927 0.287 0.069 0.411
O 18.27803 12.45110 -7.26091 0.051 0.189 -1.016 -0.420
```
Forces are in eV/Å.

Output
LUMO energy	-8.59	eV
F_max	1.81	eV/Å
Kohn-Sham gap	0.1885	Eh
HOMO energy	-13.72	eV
net charge	+1
calculated total energy	-21339.1440	eV



(4)
The following is a DFT calculation (wB97M-V/def2-TZVPD) of C4H15AlClO4PS as an isolated structure in a non-equilibrium geometry.

The geometry in XYZ format:
```
27
Properties=species:S:1:pos:R:3:forces:R:3:mulliken_charge:R:1
H -1.56393 -2.64976 -3.56446 0.014 0.038 0.047 0.447
O -1.61150 -1.28868 -0.70861 -0.446 -0.490 -1.065 -0.742
Al 2.89964 1.09935 0.04236 -0.017 0.937 0.162 0.297
H 2.24390 1.71042 -1.32193 -0.009 -0.167 -0.128 -0.272
H 1.68341 -1.73101 -0.82493 0.291 -0.107 -0.482 -0.100
C -0.46400 1.49200 0.40183 -0.345 0.068 0.376 -0.611
H 3.92992 -1.80623 -0.87608 -0.325 -0.150 -0.379 0.017
S -2.20416 -0.62979 0.43877 0.303 -0.231 0.350 1.079
O -2.35248 -2.72592 -2.99256 -0.022 -0.145 -0.162 -0.352
H -0.18890 0.82156 2.46864 -0.238 -0.115 -0.114 0.344
C 0.33895 0.82686 1.51162 0.758 0.330 -0.421 -0.299
O 2.81774 -1.93059 1.26950 0.000 -0.138 -0.026 -0.670
H 4.37605 1.66651 0.32935 0.079 -0.204 -0.134 -0.285
H 2.20503 1.12023 2.50239 0.095 0.229 0.069 0.352
O -1.90209 -1.14551 1.72088 -0.248 0.074 0.074 -0.464
C -1.94889 1.10765 0.27433 -0.138 0.465 -0.551 -0.677
H 1.58643 2.61344 1.72725 0.012 -0.004 0.184 0.475
P 2.84752 -1.29437 -0.10116 -0.032 0.168 0.978 0.333
H -2.18209 -2.29209 -2.10765 0.380 0.631 1.035 0.544
H 0.56246 -0.19516 1.19035 -0.325 -0.227 0.449 0.161
H -0.46721 2.57006 0.58669 -0.065 0.032 -0.140 0.333
Cl -4.25428 -0.82230 0.19764 0.112 0.082 -0.188 -0.298
H -3.14439 -2.34930 -3.41822 0.045 0.032 -0.007 0.450
H 0.00535 1.33634 -0.56823 0.171 -0.017 0.071 0.245
H -2.27600 1.34651 -0.74046 -0.178 -0.175 0.007 0.405
H -2.64172 1.61955 0.94110 0.170 -0.246 0.383 0.478
C 1.70526 1.53021 1.62159 -0.043 -0.669 -0.387 -1.190
```
Forces are in eV/Å.

Output
LUMO energy	-2.45	eV
F_max	1.27	eV/Å
Kohn-Sham gap	0.1636	Eh
HOMO energy	-6.90	eV
energy above the lowest of the compared OMol25 structures with the same formula, charge and spin	4.7	kcal/mol
calculated total energy	-51820.3552	eV



(5)
The following is a DFT calculation (wB97M-V/def2-TZVPD) of a 3-piece molecular cluster, C4H15BN3O7P2S overall in a non-equilibrium geometry.

The geometry in XYZ format:
```
33
Properties=species:S:1:pos:R:3:forces:R:3:mulliken_charge:R:1
H 3.81820 0.51083 -1.92348 -0.049 0.031 0.115 0.307
N 1.19399 -3.52766 2.31098 -0.040 0.033 -0.130 0.940
H -4.63867 2.62443 1.52199 0.245 -0.062 0.130 0.245
S -5.35638 -0.72071 -0.96411 -0.132 -0.138 -0.126 -0.537
H -1.26392 2.15286 1.34325 -0.127 -0.039 0.360 0.108
O 3.67625 -0.88248 0.20342 0.067 -0.243 0.308 -0.476
H 1.21239 -4.60838 0.52536 0.031 -0.056 0.044 0.298
H -1.30902 2.33824 -1.67226 0.630 -0.105 -0.354 0.288
O 1.50329 -4.40566 3.09494 -0.002 0.050 -0.012 -0.585
N 1.57554 1.46001 -0.26353 -0.353 -0.219 0.120 -0.787
C 4.51594 -0.32090 -1.84999 -0.050 0.005 -0.206 -0.794
P 0.32072 0.71066 0.37269 0.795 0.433 -0.442 0.329
O -2.33872 0.82949 0.14761 -0.628 -0.273 0.318 -0.555
B -3.41707 1.84151 0.12259 0.287 0.096 0.913 0.842
H 4.66132 -0.81104 -2.80445 -0.008 -0.053 -0.001 0.308
H 2.72578 -3.73849 0.90295 0.024 -0.036 0.015 0.272
P -5.01524 1.23204 -0.89928 0.239 -0.821 -0.054 0.027
H 1.29927 -2.82995 0.33718 -0.008 0.045 0.016 0.090
O -3.87032 2.04093 1.51431 -0.294 0.206 -0.521 -0.627
H 5.45763 0.00411 -1.41989 -0.014 0.047 0.062 0.289
C 1.64346 -3.68603 0.90176 -0.034 0.040 -0.087 -0.505
H 0.57359 0.36991 1.71165 -0.340 -0.289 0.027 0.089
C -1.23888 1.63965 0.37719 0.791 0.035 -0.372 0.296
H -0.01576 -0.50588 -0.25672 -0.167 -0.023 0.104 0.003
H 2.28657 1.52954 0.45403 0.195 0.074 -0.112 0.215
C -1.40210 2.72637 -0.66566 -1.244 0.174 0.163 -0.612
H -0.82304 3.61754 -0.48990 0.395 0.230 -0.086 0.284
O -2.79231 3.02833 -0.48671 -0.040 0.100 -0.059 -0.579
H -4.98200 1.77427 -2.20408 -0.208 0.226 0.088 0.011
O 0.54872 -2.53930 2.58030 0.025 -0.026 0.167 -0.505
O 3.67318 -2.42092 -1.30865 0.038 0.027 0.041 -0.550
H -6.13411 1.86236 -0.30730 0.041 0.342 -0.242 -0.024
N 3.91171 -1.29568 -0.90616 -0.066 0.187 -0.185 0.896
```
Forces are in eV/Å.

Output
LUMO energy	2.03	eV
F_max	1.27	eV/Å
Kohn-Sham gap	0.2303	Eh
HOMO energy	-4.23	eV
net charge	-1
calculated total energy	-53281.3780	eV



Question: Among the records above, which one has the lowest Kohn-Sham gap?
Answer: C4H15AlClO4PS